{"formula": "CFNO3S", "method": "ωB97M-V/def2-TZVPD", "e_above_lowest_kcal_mol": 30.0, "homo_ev": -12.50, "homo_lumo_gap_ha": 0.4608, "multiplicity": 1, "symbols": ["C", "N", "O", "O", "O", "F", "S"], "xyz": [[1.1338, -0.5859, 0.1090], [1.9511, -1.2390, 0.5838], [-1.8934, 0.2614, -1.2427], [-1.1263, 1.4424, 0.7348], [0.5018, 0.3541, -0.5017], [-1.3690, -1.0052, 0.5643], [-1.0549, 0.3870, -0.1498]]}